one:
The following is a quantum chemistry calculation of 2 unconnected molecules or ions with the total composition C5H13N2, from the OMol25 dataset.

Last column: Mulliken charge in e.
Positions of all 20 atoms, in Å:
C (-0.7315, -1.8581, 1.4508)  -0.79
C (0.3752, -0.9686, 0.8446)  0.48
C (-0.4789, -0.5159, -0.5044)  0.18
C (0.9585, 0.2467, 1.5190)  -1.10
C (-1.5186, -1.5492, 0.0197)  -0.53
N (-0.4389, 0.2892, -1.5069)  -0.19
N (0.8199, 2.5856, -1.6495)  -0.85
H (-0.3726, -2.8677, 1.7410)  0.29
H (-1.2532, -1.3594, 2.2196)  0.34
H (1.2173, -1.6056, 0.4494)  0.32
H (1.3975, -0.0966, 2.4969)  0.37
H (0.0961, 1.0376, 1.7826)  0.29
H (1.7080, 0.7940, 0.7894)  0.17
H (-2.5665, -1.2337, 0.1799)  0.33
H (-1.6456, -2.3623, -0.8341)  0.32
H (0.2693, 1.0185, -1.7606)  0.32
H (-1.0832, 0.1317, -2.2256)  0.26
H (1.6803, 2.4654, -2.2990)  0.32
H (1.2245, 2.5284, -0.7108)  0.25
H (0.3424, 3.3200, -2.0019)  0.21

Summary:
E_HOMO in eV: -14.428
Charge: +1
HOMO-LUMO gap in eV: 10.65

two:
The following is a quantum chemistry calculation of a gas-phase ion, C5H13N2 (charge +1), from the OMol25 dataset.

Last column: Mulliken charge in e.
Positions of all 20 atoms, in Å:
N (-1.5872, 1.6750, 0.7160)  -0.50
C (-1.5157, 0.3830, 1.3251)  -0.69
C (-1.4010, -0.6993, 0.2128)  -0.56
C (-0.4234, -0.2985, -0.9854)  -0.72
C (0.9627, 0.2493, -0.4898)  -0.66
C (1.7973, -0.8638, -0.1653)  0.03
N (2.9627, -0.8516, -0.7105)  -0.17
H (-1.3934, 2.4728, 1.3002)  0.20
H (-2.5375, 1.9006, 0.3868)  0.22
H (-2.2856, 0.2267, 2.1043)  0.38
H (-0.5367, 0.3595, 1.8466)  0.31
H (-2.4050, -0.7869, -0.1678)  0.38
H (-1.1696, -1.6537, 0.7592)  0.26
H (-0.3139, -1.2051, -1.5776)  0.38
H (-0.8392, 0.5465, -1.6427)  0.35
H (1.3393, 0.8938, -1.4457)  0.40
H (1.0298, 1.0291, 0.2349)  0.41
H (1.4423, -1.7759, 0.2251)  0.43
H (3.7527, -1.4122, -0.4585)  0.26
H (3.1214, -0.1894, -1.4676)  0.27

Summary:
SMILES: NCCCCC=[NH2+]
E_HOMO in eV: -12.601
Charge: +1
HOMO-LUMO gap in eV: 7.45

three:
The following is a quantum chemistry calculation of 2 unconnected molecules or ions with the total composition C5H13N2, from the OMol25 dataset.

Last column: Mulliken charge in e.
Positions of all 20 atoms, in Å:
C (1.4717, -1.2539, 0.6203)  -0.80
C (-2.0155, 0.1712, -0.8887)  -1.03
C (3.5274, -0.0438, 0.1062)  -0.90
C (1.3924, 0.9154, -0.4977)  -0.22
C (-3.0293, 0.0732, -0.0413)  0.24
N (-4.0585, 0.9885, 0.1636)  -0.43
N (2.0482, 0.0054, 0.1934)  0.17
H (0.3385, -1.1907, 0.6874)  0.29
H (1.6843, -2.1227, -0.1126)  0.36
H (-1.1707, -0.6106, -1.1039)  0.36
H (-1.9332, 1.0630, -1.5072)  0.19
H (2.0087, -1.6067, 1.6234)  0.32
H (3.8461, 0.1257, -0.8793)  0.39
H (3.8591, -0.9833, 0.6301)  0.33
H (4.0563, 0.7478, 0.6510)  0.35
H (1.9614, 1.5482, -1.2722)  0.21
H (0.3656, 1.1105, -0.3429)  0.46
H (-3.0629, -0.6908, 0.7558)  0.26
H (-4.8846, 0.5184, 0.6083)  0.25
H (-4.1597, 1.6847, -0.4894)  0.20

Summary:
E_HOMO in eV: -11.399
Charge: +1
HOMO-LUMO gap in eV: 6.03

four:
The following is a quantum chemistry calculation of 2 unconnected molecules or ions with the total composition C5H13N2, from the OMol25 dataset.

Last column: Mulliken charge in e.
Positions of all 20 atoms, in Å:
C (-2.6634, 0.4321, -0.1880)  -0.87
C (-1.4405, 0.3203, -0.7356)  0.45
C (2.2464, 0.0632, -0.1939)  -1.38
C (-0.1875, 0.6394, 1.3175)  -1.15
C (0.9472, 0.4627, -0.8757)  -0.42
N (-0.3114, -2.1176, 0.0360)  -0.44
N (-0.2451, 0.2993, -0.0722)  0.38
H (-3.5244, 0.4366, -0.8335)  0.27
H (-2.8605, 0.5168, 0.8666)  0.27
H (-1.3606, 0.2052, -1.8097)  0.26
H (2.1394, -0.9059, 0.2921)  0.37
H (3.0259, -0.0278, -0.9465)  0.35
H (2.5802, 0.7970, 0.5340)  0.42
H (-1.0180, 0.1900, 1.8566)  0.37
H (0.7483, 0.3106, 1.7642)  0.40
H (-0.2518, 1.7266, 1.4366)  0.39
H (0.8181, -0.1101, -1.7985)  0.42
H (1.0189, 1.5221, -1.1704)  0.41
H (-0.1463, -2.3093, 1.0201)  0.24
H (0.4849, -2.4512, -0.4998)  0.25

Summary:
E_HOMO (spin up / spin down) in eV: -14.395 / -14.909
Charge: +1
HOMO-LUMO gap (spin up / spin down) in eV: 9.60 / 8.24

Relative energy of each structure, in hartree: one 0.0213; two 0.0000; three 0.0473; four 0.0837.

one:
The following is a quantum chemistry calculation of a molecular structure, C5H13N2, from the OMol25 dataset.

Last column: Mulliken charge in e.
Positions of all 20 atoms, in Å:
C (1.3763, 1.4483, -0.7711)  -1.15
C (-0.1015, 1.2734, -1.0637)  0.07
C (-1.1014, 1.8029, -0.3052)  -0.28
C (-0.7909, 0.7250, 0.7755)  -0.23
C (-1.2171, -0.5682, 0.5648)  -0.28
N (-1.3227, -1.6830, 1.3334)  -0.36
N (1.8816, -2.1984, 0.0268)  -0.66
H (2.0213, 1.5223, -1.7353)  0.32
H (1.2039, 2.5218, -0.5690)  0.39
H (1.6544, 0.9637, 0.1224)  0.40
H (-0.3262, 0.3625, -1.7280)  0.36
H (-1.1087, 2.7890, 0.1764)  0.36
H (-2.1237, 1.7455, -0.8242)  0.21
H (-0.6579, 1.1926, 1.7885)  0.43
H (-1.8859, -0.5591, -0.3692)  0.29
H (-0.8520, -1.7506, 2.2231)  0.24
H (-2.0887, -2.2433, 1.3521)  0.23
H (2.5512, -2.1303, -0.7287)  0.25
H (1.0041, -1.9077, -0.3431)  0.15
H (1.8840, -3.3065, 0.0743)  0.27

Summary:
E_HOMO in eV: -13.567
Charge: +1
HOMO-LUMO gap in eV: 8.53

two:
The following is a quantum chemistry calculation of 2 unconnected molecules or ions with the total composition C5H13N2, from the OMol25 dataset.

Last column: Mulliken charge in e.
Positions of all 20 atoms, in Å:
C (0.8383, 0.7536, -0.1454)  -0.38
C (-0.7142, 0.4070, 0.1826)  -0.51
C (2.0395, 0.4108, 0.4210)  -0.01
C (-2.0330, 0.8515, -0.4756)  0.11
C (3.3867, 0.9107, -0.1522)  -1.12
N (-3.1170, 0.9402, 0.2758)  -0.28
N (-0.7254, -2.5242, -0.0752)  -0.84
H (0.7816, 1.3334, -0.9593)  0.34
H (0.2493, -2.7438, 0.1351)  0.28
H (-0.8822, -0.9125, 0.0860)  0.34
H (-1.0004, 0.3153, 1.2875)  0.24
H (1.9984, -0.2747, 1.3351)  0.31
H (-2.2466, 1.1896, -1.4245)  0.44
H (3.5538, 1.7540, 0.4456)  0.35
H (3.1828, 1.0500, -1.1349)  0.35
H (4.0577, 0.0572, -0.0488)  0.32
H (-3.8686, 1.5004, -0.0994)  0.27
H (-3.2089, 0.7584, 1.2513)  0.23
H (-1.4296, -3.1991, 0.1737)  0.25
H (-0.8623, -2.5779, -1.0784)  0.29

Summary:
E_HOMO in eV: -12.407
Charge: +1
HOMO-LUMO gap in eV: 8.20

Relative energy of each structure, in hartree: one 0.0331; two 0.0000.

one:
The following is a quantum chemistry calculation of 2 unconnected molecules or ions with the total composition C5H13N2, from the OMol25 dataset.

Last column: Mulliken charge in e.
Positions of all 20 atoms, in Å:
C (0.2315, -2.0632, 1.5890)  -0.54
C (-0.5643, -1.4902, 0.7667)  -0.53
C (1.0591, 1.0408, 0.6672)  -1.20
C (-0.7322, 0.9336, -1.2172)  -0.63
C (0.5731, 0.5540, -0.5971)  0.48
N (1.2941, -0.2484, -1.3026)  -0.23
N (-1.7859, 1.5225, -0.3806)  -0.54
H (0.1817, -1.8491, 2.6488)  0.29
H (1.2367, -2.4896, 1.3176)  0.28
H (-1.4182, -0.9873, 1.2010)  0.25
H (0.4587, 0.8270, 1.6199)  0.27
H (2.1022, 0.6691, 0.7271)  0.42
H (1.1733, 2.1094, 0.6460)  0.38
H (-0.4867, 1.8954, -1.8851)  0.35
H (-1.0985, 0.1897, -1.9068)  0.44
H (1.0182, -0.6233, -2.2678)  0.34
H (1.9300, -0.8751, -0.7258)  0.32
H (-0.4396, -1.5392, -0.3451)  0.33
H (-2.1509, 0.7731, 0.3830)  0.24
H (-2.5823, 1.6508, -0.9381)  0.29

Summary:
E_HOMO in eV: -14.092
Charge: +1
HOMO-LUMO gap in eV: 9.23

two:
The following is a quantum chemistry calculation of a gas-phase ion, C5H13N2 (charge +1), from the OMol25 dataset.

Last column: Mulliken charge in e.
Positions of all 20 atoms, in Å:
C (1.1058, 1.2871, -2.0393)  -1.09
C (0.3444, -0.0398, -1.9379)  -0.40
C (-0.5544, -0.0341, -0.6755)  -0.72
C (0.0677, 0.0908, 0.6502)  0.62
N (-0.1116, 1.2707, 1.2626)  -0.34
C (0.2682, -1.1124, 1.4507)  -0.74
N (-1.1597, -1.6081, 1.8400)  -0.58
H (1.8291, 1.3383, -2.8502)  0.37
H (1.6488, 1.4117, -1.0963)  0.29
H (0.4158, 2.1295, -2.1522)  0.31
H (-0.2789, -0.2034, -2.8181)  0.34
H (1.0534, -0.8684, -1.8788)  0.30
H (-1.0604, -1.0031, -0.6194)  0.38
H (-1.3395, 0.7076, -0.8507)  0.46
H (0.3397, 1.4420, 2.1524)  0.30
H (-1.1006, 1.4931, 1.3411)  0.32
H (0.6571, -0.8685, 2.4342)  0.37
H (0.5774, -2.0140, 0.9149)  0.32
H (-0.9542, -2.3922, 2.4513)  0.28
H (-1.7480, -1.0268, 2.4209)  0.21

Summary:
SMILES: CCCC(=[NH2+])CN
E_HOMO in eV: -14.445
Charge: +1
HOMO-LUMO gap in eV: 8.45

Relative energy of each structure, in hartree: one 0.0247; two 0.0000.

one:
The following is a quantum chemistry calculation of a gas-phase ion, C5H13N2 (charge +1), from the OMol25 dataset.

Last column: Mulliken charge in e.
Positions of all 20 atoms, in Å:
C (-2.7193, 0.7983, 1.7149)  -0.83
N (-2.0502, -0.0010, 0.6754)  -0.21
C (-0.6922, -0.1618, 0.8280)  0.22
C (0.1482, -0.9899, 0.1795)  -0.89
C (1.6367, -0.6343, 0.1615)  -0.69
C (1.9609, 0.3896, -0.9109)  -0.60
N (1.2958, -0.0822, -2.1970)  -0.28
H (-3.5893, 1.3287, 1.3215)  0.29
H (-3.1355, 0.2283, 2.5597)  0.28
H (-2.0420, 1.5642, 2.0851)  0.33
H (-2.6113, -0.8240, 0.5100)  0.26
H (-0.1970, 0.6806, 1.3347)  0.16
H (-0.1597, -1.9394, -0.2518)  0.44
H (2.1588, -1.5878, 0.0046)  0.32
H (2.0547, -0.2485, 1.0870)  0.38
H (1.5981, 1.3950, -0.6601)  0.34
H (3.0189, 0.6149, -1.0649)  0.40
H (0.2967, -0.1584, -1.9579)  0.36
H (1.6473, -0.9914, -2.4869)  0.34
H (1.3807, 0.6190, -2.9322)  0.36

Summary:
SMILES: CN/C=C/CC[NH3+]
E_HOMO in eV: -11.864
Charge: +1
HOMO-LUMO gap in eV: 8.50

two:
The following is a quantum chemistry calculation of a gas-phase ion, C5H13N2 (charge +1), from the OMol25 dataset.

Last column: Mulliken charge in e.
Positions of all 20 atoms, in Å:
C (-1.2651, -0.2249, -1.6524)  -1.07
C (-1.2856, -1.1887, -0.4305)  -0.54
C (0.1387, -1.2556, 0.2033)  -0.56
C (0.8632, 0.0441, 0.2276)  0.70
N (2.2873, -0.2050, 0.1420)  -0.50
C (0.7112, 1.3275, 0.9287)  -1.26
N (-0.4873, 1.7142, 1.6927)  -0.49
H (-0.7438, -0.7809, -2.4266)  0.35
H (-2.2694, 0.0708, -1.9363)  0.34
H (-0.7006, 0.6849, -1.3915)  0.30
H (-1.4984, -2.2180, -0.7310)  0.38
H (-2.1100, -0.8699, 0.2023)  0.33
H (0.1988, -1.8750, 1.0984)  0.37
H (0.7261, -1.8109, -0.5402)  0.36
H (2.3562, -0.7093, -0.7542)  0.37
H (2.5910, 0.7146, -0.2253)  0.35
H (1.5105, 1.4631, 1.6495)  0.58
H (0.8529, 2.1481, 0.2169)  0.52
H (-0.5269, 1.1966, 2.5546)  0.25
H (-1.3491, 1.7741, 1.1719)  0.24

Summary:
SMILES: CCCC(=[NH2+])CN
E_HOMO in eV: -14.109
Charge: +1
HOMO-LUMO gap in eV: 7.83

three:
The following is a quantum chemistry calculation of a gas-phase ion, C5H13N2 (charge +1), from the OMol25 dataset.

Last column: Mulliken charge in e.
Positions of all 20 atoms, in Å:
C (2.7383, 0.4037, 1.4652)  -0.36
N (1.6242, 0.3013, 0.8307)  -0.34
C (1.5161, -0.1133, -0.6307)  -0.58
C (0.1319, -0.7627, -0.8778)  -0.70
C (-0.9696, -0.5594, 0.1408)  0.08
C (-2.3631, -0.4741, -0.5726)  -1.40
N (-1.0179, 0.9787, 0.5266)  -0.39
H (2.5117, 0.8852, 2.4211)  0.25
H (3.6527, 0.0382, 1.1091)  0.29
H (2.2570, -0.8927, -0.8401)  0.42
H (1.6708, 0.9028, -1.1335)  0.31
H (0.3922, -1.8370, -1.1472)  0.39
H (-0.1483, -0.3633, -1.8514)  0.24
H (-0.7932, -1.1695, 0.9468)  0.49
H (-3.1484, -0.0197, 0.2774)  0.30
H (-2.7371, -1.3561, -0.8492)  0.49
H (-2.4104, 0.0298, -1.5435)  0.40
H (-1.6139, 1.1866, 1.3306)  0.35
H (-1.2870, 1.5380, -0.3847)  0.42
H (-0.0059, 1.2836, 0.7823)  0.34

Summary:
SMILES: C=NCC[C@H](C)[NH3+]
E_HOMO in eV: -13.859
Charge: +1
HOMO-LUMO gap in eV: 10.74

four:
The following is a quantum chemistry calculation of a gas-phase ion, C5H13N2 (charge +1), from the OMol25 dataset.

Last column: Mulliken charge in e.
Positions of all 20 atoms, in Å:
C (-0.8577, -1.5702, 1.8459)  -1.20
C (-0.8060, -0.4660, 0.7017)  0.18
N (0.3595, 0.4909, 1.2285)  -0.21
C (-0.3803, -1.0872, -0.7520)  -0.71
C (-0.1835, -0.0114, -1.7675)  -0.37
C (1.0100, 0.7115, -1.7652)  -0.43
N (1.1512, 2.0930, -1.4751)  -0.37
H (0.0654, -2.1355, 2.0855)  0.35
H (-1.2665, -0.9404, 2.6657)  0.38
H (-1.5239, -2.3998, 1.5601)  0.37
H (-1.8185, 0.0099, 0.6255)  0.26
H (0.3705, 1.2265, 0.4822)  0.05
H (-0.0910, 1.0668, 1.9881)  0.46
H (1.3791, 0.3193, 1.4517)  0.40
H (0.6418, -1.4726, -0.6459)  0.32
H (-1.1714, -1.7619, -0.9927)  0.45
H (-1.0974, 0.4031, -2.1911)  0.33
H (1.9831, 0.2458, -1.9635)  0.34
H (0.5368, 2.6741, -0.9006)  0.17
H (1.6990, 2.6041, -2.1813)  0.21

Summary:
SMILES: C[C@@H]([NH3+])C/C=C/N
E_HOMO in eV: -11.874
Charge: +1
HOMO-LUMO gap in eV: 8.35

Relative energy of each structure, in hartree: one 0.0000; two 0.0588; three 0.0539; four 0.0750.

one:
The following is a quantum chemistry calculation of 2 unconnected molecules or ions with the total composition C5H9N2, from the OMol25 dataset.

Last column: Mulliken charge in e.
Positions of all 16 atoms, in Å:
C (0.3854, 0.1545, 0.7631)  0.04
C (0.4018, 0.4064, -2.0114)  -0.52
C (-0.0265, -0.9977, -1.5766)  -0.67
C (0.0990, 0.1124, -0.6293)  0.56
C (-2.0220, 0.9900, 1.0083)  -0.67
N (-0.8236, 0.4706, 0.6417)  0.18
N (3.4198, -0.3712, 0.6032)  -0.47
H (1.4001, 0.5824, -2.1745)  0.28
H (-0.3208, 0.8884, -2.7748)  0.24
H (-1.0421, -1.4145, -1.7970)  0.26
H (0.5566, -1.7870, -1.4941)  0.30
H (-1.9481, 1.3955, 2.1256)  0.33
H (-2.4455, 1.8017, 0.4065)  0.32
H (-2.9064, 0.2323, 1.1438)  0.31
H (3.4846, -0.8036, -0.3166)  0.25
H (3.4372, -0.8667, 1.5129)  0.26

Summary:
E_HOMO (spin up / spin down) in eV: -14.441 / -13.689
Charge: +1
HOMO-LUMO gap (spin up / spin down) in eV: 7.18 / 9.09

two:
The following is a quantum chemistry calculation of a gas-phase ion, C5H9N2 (charge +1), from the OMol25 dataset.

Last column: Mulliken charge in e.
Positions of all 16 atoms, in Å:
H (1.1381, -2.0285, 2.2838)  0.31
N (1.0008, -2.2348, 1.2845)  -0.38
C (0.5474, -1.3799, 0.6158)  0.34
C (-0.0045, -1.4344, -0.7620)  -0.42
C (0.2342, -0.3955, -1.7699)  -1.05
N (0.1974, 0.0561, 1.1038)  -0.10
C (-0.0504, 1.1570, 0.8454)  0.74
C (-0.5936, 2.4602, 0.9828)  -1.07
H (0.3033, -2.4218, -1.1404)  0.33
H (-1.0574, -1.6117, -0.5836)  0.36
H (1.3421, -0.1457, -1.6848)  0.29
H (-0.3254, 0.4825, -1.4093)  0.19
H (-0.1182, -0.4907, -2.7377)  0.41
H (-0.3773, 3.0467, 0.1376)  0.35
H (-0.5371, 2.8196, 1.9410)  0.39
H (-1.6992, 2.1209, 0.8930)  0.31

Summary:
SMILES: [H]/N=C(/CC)[N+]#CC
E_HOMO in eV: -15.739
Charge: +1
HOMO-LUMO gap in eV: 11.03

Relative energy of each structure, in hartree: one 0.2554; two 0.0000.